Density functional theory data (ωB97M-V/def2-TZVPD) for a cluster of 2 separate species, C5H9NO in total.

Each line ends with the Löwdin charge.
Element x y z (Å)
C -1.68283 -0.98892 -0.67393  -0.10
C -0.68588 -1.65207 -1.32848  -0.14
N 0.43826 -0.87380 -1.25911  0.06
C 0.17524 0.28112 -0.57036  -0.35
C -1.14211 0.25578 -0.21028  -0.09
C 1.23100 1.30769 -0.29524  -0.04
H -2.72656 -1.23496 -0.68552  0.09
H -0.71452 -2.66808 -1.67005  0.10
H 1.39660 -1.12593 -1.44200  0.15
H -1.73719 0.99983 0.29288  0.10
H 1.81866 1.50875 -1.18583  0.07
H 0.74156 2.23280 -0.01740  0.08
H 1.91897 0.98868 0.48735  0.07
H -0.09639 0.43670 2.19303  0.01
H 0.37197 0.14370 3.61926  0.04
O 0.69322 0.38870 2.74567  -0.06

Properties
**E_HOMO**: -8.14 eV
**Lowest unoccupied orbital energy**: 0.96 eV
**Orbital gap**: 9.093 eV
**Spin multiplicity**: 1
**SMILES**: Cc1ccc[nH]1.O
**Energy relative to the best compared isomer or geometry (same formula, charge and spin)**: 0.8220 eV